Molecular formula: C28H56NO6PSi
Method: DFT, the ωB97M-V functional and the def2-TZVPD basis

E_HOMO   -0.2924 Eh
HOMO-LUMO gap   8.6 eV
LUMO   0.615 eV

The geometry in XYZ format:
```
93
Properties=species:S:1:pos:R:3:forces:R:3
C 5.589 3.436 -0.769 -0.1 0.0 0.0
O 6.668 4.029 -0.081 0.1 0.1 -0.1
C 6.762 3.659 1.275 0.1 -0.1 0.3
C 7.483 2.315 1.498 -0.1 0.1 0.3
C 6.690 1.287 2.325 0.1 0.1 -0.1
C 6.839 -0.156 1.854 -0.1 -0.1 -0.2
C 6.482 -0.354 0.371 0.1 0.0 0.1
C 5.895 -1.746 0.070 -0.2 0.6 0.1
C 4.367 -1.709 -0.033 0.0 0.0 -0.1
C 3.865 -1.218 -1.403 0.0 -0.4 -0.1
C 2.626 -1.972 -1.922 0.1 0.7 0.3
C 1.300 -1.392 -1.395 -0.2 0.1 -0.1
C 0.251 -1.109 -2.489 0.2 -0.6 0.0
C -1.189 -1.442 -2.077 0.0 0.5 -0.1
Si -2.117 -0.175 -1.021 0.0 -0.3 -0.4
C -2.714 1.289 -2.062 0.0 0.0 0.7
C -3.739 2.151 -1.295 -0.2 0.1 -0.4
C -3.907 3.552 -1.909 -0.2 -0.3 0.4
C -2.962 4.563 -1.289 0.0 0.2 -0.4
O -2.708 5.598 -2.223 0.0 -0.1 -0.1
C -1.763 6.549 -1.777 -0.1 0.0 0.1
C -3.629 -1.091 -0.312 0.3 0.1 -0.4
O -3.375 -1.606 0.999 -0.1 -0.1 0.0
C -3.974 -0.900 2.041 0.1 0.0 0.1
O -4.229 -1.842 3.046 0.0 -0.1 -0.1
C -5.100 -1.384 4.064 -0.1 0.4 0.3
C -4.348 -1.214 5.372 0.3 -0.1 -0.5
O -3.674 0.039 5.429 -0.4 0.0 0.3
P -1.063 0.727 0.750 -0.2 0.6 0.5
C 0.211 1.763 -0.081 -0.2 -0.1 -0.1
O -0.146 -0.471 1.462 0.1 0.0 -0.1
H 4.824 4.186 -0.986 0.0 0.1 0.0
H 5.118 2.643 -0.185 0.0 -0.1 0.0
H 5.937 3.009 -1.709 0.1 0.0 -0.1
H 7.304 4.453 1.786 0.0 0.1 -0.1
H 5.763 3.631 1.727 -0.1 0.0 0.0
H 7.765 1.915 0.527 -0.1 0.0 -0.1
H 8.416 2.531 2.020 0.1 -0.1 -0.1
H 5.626 1.539 2.312 -0.1 0.0 -0.1
H 7.005 1.372 3.367 -0.1 -0.1 0.1
H 6.168 -0.795 2.434 0.0 0.1 0.2
H 7.851 -0.516 2.048 0.1 -0.1 0.0
H 5.756 0.421 0.107 -0.1 -0.1 -0.2
H 7.353 -0.177 -0.259 0.1 0.1 0.0
H 6.296 -2.108 -0.875 0.1 -0.2 0.0
H 6.197 -2.429 0.865 0.1 -0.1 -0.1
H 3.968 -1.047 0.739 0.0 -0.1 0.2
H 3.970 -2.707 0.161 -0.1 0.0 0.0
H 3.633 -0.153 -1.366 0.1 0.1 -0.1
H 4.662 -1.337 -2.141 0.1 0.0 0.0
H 2.637 -1.923 -3.011 -0.1 -0.1 -0.1
H 2.705 -3.013 -1.615 0.0 -0.2 -0.2
H 0.853 -2.073 -0.670 0.0 -0.1 0.1
H 1.506 -0.474 -0.848 0.0 -0.1 0.1
H 0.507 -1.744 -3.341 0.0 0.0 -0.1
H 0.320 -0.081 -2.851 0.1 0.1 0.0
H -1.794 -1.517 -2.989 -0.1 0.0 0.0
H -1.237 -2.435 -1.623 0.1 0.0 0.1
H -3.170 0.893 -2.969 0.1 0.1 -0.2
H -1.869 1.930 -2.324 0.1 -0.1 -0.3
H -4.714 1.664 -1.319 0.0 -0.2 0.1
H -3.465 2.234 -0.239 0.0 0.1 0.1
H -4.931 3.886 -1.739 0.0 0.1 -0.2
H -3.749 3.494 -2.984 0.1 0.1 -0.1
H -3.425 4.992 -0.394 0.1 -0.1 0.2
H -2.014 4.096 -1.001 0.1 -0.1 0.0
H -1.320 6.263 -0.821 0.1 -0.1 0.0
H -0.968 6.643 -2.514 0.0 0.0 -0.1
H -2.244 7.519 -1.642 0.0 0.1 0.0
H -4.522 -0.464 -0.354 -0.1 0.0 0.2
H -3.822 -1.952 -0.958 -0.1 0.0 0.0
H -3.289 -0.121 2.399 0.0 0.1 0.1
H -4.912 -0.436 1.714 -0.1 0.0 -0.1
H -5.524 -0.409 3.808 -0.1 0.0 -0.1
H -5.929 -2.086 4.171 0.1 -0.2 0.0
H -5.025 -1.276 6.220 0.0 0.1 0.1
H -3.613 -2.020 5.421 -0.1 -0.2 0.3
H -2.866 -0.046 4.930 0.4 0.0 -0.2
H 0.687 1.313 -0.949 0.1 0.0 0.0
H -0.319 2.660 -0.404 0.0 0.1 0.0
H 0.952 2.065 0.656 0.1 0.0 0.0
H -0.512 -1.337 1.275 0.0 -0.3 0.0
C -5.776 -6.760 -0.759 0.0 0.0 0.0
C -6.410 -6.332 -1.914 0.0 0.0 0.0
C -6.315 -4.993 -2.261 0.0 0.1 0.0
N -5.648 -4.091 -1.544 0.0 0.0 0.0
C -5.045 -4.518 -0.435 0.1 0.1 0.0
C -5.076 -5.835 -0.002 0.0 0.0 0.0
H -5.826 -7.798 -0.455 0.0 0.0 0.0
H -6.968 -7.019 -2.536 0.0 0.0 0.0
H -6.796 -4.619 -3.158 0.0 0.0 0.0
H -4.511 -3.763 0.134 0.0 -0.1 0.1
H -4.565 -6.123 0.906 0.0 0.0 0.0
```
Positions in Å, forces in eV/Å.

Results of the Löwdin charge analysis, in e, for atoms 1 through 8: number 1, C, carries -0.108; number 2, O, carries -0.187; number 3, C, carries -0.234; number 4, C, carries -0.162; number 5, C, carries -0.212; number 6, C, carries -0.212; number 7, C, carries -0.210; number 8, C, carries -0.206

***

Molecular formula: C28H56O16
Method: DFT, the ωB97M-V functional and the def2-TZVPD basis

E_HOMO   -0.3492 Eh
HOMO-LUMO gap   10.1 eV
LUMO   0.616 eV

The geometry in XYZ format:
```
100
Properties=species:S:1:pos:R:3:forces:R:3
C 7.991 20.031 11.336 -0.5 -0.5 0.0
O 7.548 19.987 12.688 0.2 1.3 0.5
C 7.335 18.828 13.263 0.1 -1.2 -0.6
O 7.430 17.766 12.692 -0.1 -0.2 0.1
O 7.010 19.005 14.530 0.0 0.8 0.2
C 6.312 17.948 15.166 -0.1 -0.5 0.9
H 8.129 21.087 11.131 0.1 0.0 -0.1
H 7.208 19.615 10.701 0.1 0.1 -0.1
H 8.898 19.447 11.191 0.1 0.1 0.1
H 6.048 18.288 16.168 -0.2 0.4 -0.3
H 6.954 17.098 15.404 0.0 -0.1 -0.7
H 5.420 17.709 14.589 0.1 -0.3 0.1
C 9.124 18.949 17.978 0.8 0.5 0.0
O 7.722 18.869 18.179 -0.7 -0.3 -0.9
C 7.291 18.693 19.411 1.3 -0.1 1.3
O 7.998 18.645 20.397 -0.3 0.1 -0.3
O 5.976 18.556 19.430 -0.9 0.3 -1.1
C 5.349 18.666 20.685 -0.5 0.2 1.4
H 9.668 18.261 18.620 -0.1 0.1 0.2
H 9.430 19.987 18.124 0.1 -0.1 0.4
H 9.417 18.729 16.954 -0.8 -0.3 -0.1
H 4.259 18.702 20.637 0.1 -0.5 -1.0
H 5.544 19.620 21.184 0.7 -0.2 -0.1
H 5.620 17.823 21.319 0.2 0.2 0.1
C 11.623 16.849 15.289 -0.8 -1.0 0.0
O 11.929 17.944 16.127 0.4 0.7 -0.2
C 12.146 17.741 17.417 -0.3 -1.0 0.4
O 11.957 16.701 18.000 0.1 0.2 0.0
O 12.573 18.875 17.952 0.5 0.5 -0.3
C 12.577 19.007 19.368 -1.7 -0.9 0.6
H 10.552 16.838 15.073 0.1 0.5 -0.2
H 11.777 15.869 15.747 0.5 0.2 0.2
H 12.192 16.947 14.372 0.1 0.1 0.0
H 13.538 18.902 19.859 0.3 0.4 -0.5
H 11.949 18.222 19.809 0.2 -0.1 -0.2
H 12.013 19.916 19.564 0.7 0.4 0.2
C 13.844 11.218 17.263 -0.7 0.9 -0.2
O 13.323 10.827 15.985 0.6 -0.4 -0.1
C 12.511 11.683 15.379 0.0 0.4 -0.2
O 12.167 12.762 15.782 -0.1 0.3 0.3
O 12.166 11.162 14.217 0.0 -0.5 -0.3
C 11.156 11.805 13.421 0.7 -1.3 -0.7
H 14.833 10.801 17.411 -0.2 -0.5 -0.1
H 13.089 10.914 17.986 0.5 -0.1 0.4
H 13.937 12.306 17.295 -0.1 -0.1 0.0
H 11.225 11.207 12.505 -0.2 0.2 0.0
H 11.433 12.817 13.144 -0.4 0.3 0.5
H 10.174 11.595 13.835 -0.1 0.8 0.2
C 9.410 14.979 21.770 0.9 -0.5 -0.4
C 10.101 15.176 23.106 -0.9 0.4 0.8
C 9.193 14.447 24.116 0.7 0.2 -1.1
O 7.901 14.552 23.548 -0.8 0.6 0.6
C 7.944 14.614 22.124 1.6 -0.3 0.1
H 9.954 14.201 21.229 -0.4 -0.2 -0.1
H 9.562 15.876 21.173 -0.5 0.1 0.0
H 9.976 16.241 23.317 0.5 0.0 0.3
H 11.143 14.872 23.181 0.0 0.1 -0.2
H 9.300 14.963 25.068 -0.7 -0.2 0.2
H 9.447 13.389 24.231 0.2 0.0 0.1
H 7.265 15.361 21.723 -0.3 -0.1 0.3
H 7.728 13.610 21.754 -0.3 0.1 -0.3
C 5.984 12.247 12.086 0.8 0.2 0.7
C 6.213 13.710 12.487 0.9 0.0 0.2
C 7.607 13.696 13.139 -0.3 0.0 -1.5
O 7.714 12.430 13.747 -0.5 -0.1 1.6
C 7.053 11.470 12.927 0.2 0.3 -0.8
H 6.179 12.164 11.020 -0.4 -0.4 0.0
H 4.992 11.934 12.398 -0.1 -0.2 -0.5
H 5.574 14.080 13.288 -0.5 -0.2 -0.4
H 6.197 14.374 11.625 -0.2 0.2 0.1
H 7.642 14.566 13.789 0.5 -0.5 0.5
H 8.416 13.756 12.396 -0.1 0.3 -0.1
H 6.561 10.658 13.466 0.2 0.3 0.6
H 7.879 11.008 12.371 -0.5 -0.1 -0.6
C 5.131 12.555 18.007 -0.4 0.6 -0.4
C 5.925 11.388 17.410 0.1 0.3 0.7
C 4.779 10.597 16.726 0.3 0.1 0.2
O 3.633 11.454 16.655 -0.1 0.4 -0.3
C 4.124 12.766 16.859 1.0 0.0 0.9
H 5.605 13.498 18.289 0.6 -0.2 -0.3
H 4.565 12.281 18.901 0.0 -0.4 -0.1
H 6.541 10.840 18.126 -0.5 -0.3 0.2
H 6.673 11.720 16.686 -0.3 0.3 -0.2
H 4.418 9.746 17.300 0.4 -0.3 -0.2
H 5.142 10.338 15.727 -0.4 -0.3 0.0
H 3.386 13.512 17.145 -0.5 -0.4 -0.3
H 4.682 13.092 15.973 -0.1 0.3 -0.1
C 9.379 14.099 17.058 0.0 -1.2 -0.5
C 8.707 14.099 18.390 -0.7 1.4 1.9
C 8.362 15.619 18.564 1.1 -1.7 -0.6
O 8.235 16.090 17.218 -0.1 1.4 -0.3
C 8.541 15.078 16.257 -0.3 -1.7 1.7
H 9.349 13.082 16.657 0.3 0.2 -0.4
H 10.413 14.443 17.102 0.0 -0.1 0.2
H 9.320 13.818 19.244 0.3 -0.2 -0.2
H 7.776 13.543 18.519 0.1 -0.3 -0.7
H 9.234 16.033 19.073 -0.1 0.7 -0.3
H 7.480 15.785 19.181 -0.3 0.2 -0.3
H 9.095 15.343 15.361 -0.4 0.9 0.0
H 7.602 14.553 16.045 0.0 0.2 -0.6
```
Positions in Å, forces in eV/Å.

Results of the Löwdin charge analysis, in e, for atoms 1 through 8: number 1, C, carries -0.030; number 2, O, carries 0.007; number 3, C, carries -0.643; number 4, O, carries 0.110; number 5, O, carries 0.016; number 6, C, carries -0.025; number 7, H, carries 0.094; number 8, H, carries 0.098

***

Q: The highest E_HOMO belongs to which entry?
A: C28H56NO6PSi

***

Q: Among the records above, which one has the highest LUMO?
A: C28H56O16

***

Q: Which formula does entry 1 have?
A: C28H56NO6PSi

***

Q: The lowest LUMO belongs to which entry?
A: C28H56NO6PSi